This record from OMol25 describes a 10-piece molecular cluster, C20H60F6NO8P overall at a distorted geometry. The level of theory is ωB97M-V/def2-TZVPD.

Element x y z (Å)
N 2.467 5.919 1.886
H 2.817 6.469 1.114
H 2.222 4.986 1.588
H 1.678 6.469 2.194
H 3.104 6.007 2.665
P -0.035 0.943 0.142
F 1.247 -0.042 0.410
F 0.996 2.140 -0.268
F -0.095 0.560 -1.507
F -1.186 2.075 0.008
F -1.108 -0.183 0.370
F 0.047 1.568 1.675
C 6.155 0.270 3.232
O 5.776 0.488 4.578
H 7.038 0.870 3.013
H 6.324 -0.766 2.936
H 5.300 0.460 2.583
H 4.870 0.307 4.839
C 3.193 -0.234 -4.911
O 3.801 0.324 -3.791
H 2.498 0.490 -5.336
H 3.938 -0.456 -5.674
H 2.730 -1.153 -4.550
H 3.166 0.178 -3.086
C -4.168 -2.264 -4.982
C -3.433 -3.308 -4.137
C -3.975 -4.722 -4.369
O -2.112 -3.193 -4.458
H -3.789 -1.259 -4.797
H -5.250 -2.278 -4.845
H -3.876 -2.407 -6.023
H -3.698 -3.070 -3.107
H -3.983 -5.015 -5.419
H -5.035 -4.785 -4.122
H -3.397 -5.508 -3.883
H -1.874 -2.304 -4.183
C 3.455 -5.944 -0.995
C 3.892 -7.005 -2.027
C 2.727 -7.759 -2.627
O 4.455 -6.340 -3.116
H 2.463 -5.523 -1.160
H 4.212 -5.184 -0.801
H 3.335 -6.454 -0.040
H 4.602 -7.765 -1.701
H 1.945 -7.084 -2.976
H 2.269 -8.271 -1.781
H 2.991 -8.510 -3.371
H 3.814 -5.807 -3.591
C 1.583 5.381 -5.550
C 2.871 5.203 -6.345
C 3.433 6.444 -7.037
O 3.703 4.817 -5.339
H 0.730 5.841 -6.049
H 1.753 5.938 -4.629
H 1.149 4.406 -5.328
H 2.776 4.377 -7.050
H 3.779 7.308 -6.469
H 2.534 6.699 -7.597
H 4.261 6.077 -7.643
H 3.500 3.907 -5.111
C -6.709 -1.898 3.320
C -6.268 -1.614 1.914
C -7.222 -2.120 0.819
O -6.205 -0.233 1.870
H -6.747 -2.937 3.648
H -7.730 -1.567 3.505
H -6.084 -1.382 4.049
H -5.303 -2.090 1.742
H -8.241 -1.830 1.072
H -7.035 -3.194 0.814
H -6.972 -1.699 -0.155
H -5.428 0.032 1.371
C -1.920 7.615 6.222
C -1.613 6.595 5.053
C -2.730 5.602 4.637
O -1.280 7.289 3.844
H -2.773 8.248 5.981
H -1.104 8.332 6.309
H -1.977 7.182 7.220
H -0.790 5.914 5.267
H -2.968 4.980 5.501
H -2.496 4.892 3.844
H -3.742 5.945 4.419
H -2.054 7.659 3.413
C -0.183 -3.715 4.758
C 0.748 -3.271 5.760
C 2.032 -4.077 5.508
O 1.038 -1.888 5.592
H -1.066 -3.081 4.845
H -0.355 -4.790 4.800
H 0.181 -3.500 3.753
H 0.434 -3.399 6.796
H 2.658 -4.124 6.399
H 2.669 -3.503 4.834
H 1.986 -5.076 5.075
H 0.663 -1.624 4.748

As for the HOMO-LUMO gap: 7.53 eV. As for the total energy: -2395.20299 hartree. Its multiplicity is 1. As for the HOMO energy: -9.571 eV.

This record from OMol25 describes C20H60FeN2O26 as an isolated structure at a distorted geometry. The level of theory is ωB97M-V/def2-TZVPD.

Element x y z (Å)
Fe 0.301 -0.095 0.245
N -1.334 -2.706 -0.866
O -1.202 -3.462 0.101
O -1.798 -3.209 -1.897
O -0.739 -1.618 -0.826
N 2.055 1.746 2.304
O 1.477 1.421 1.297
O 1.586 2.600 3.053
O 3.017 1.157 2.645
C -1.542 5.475 0.718
C -1.052 4.047 0.488
O -0.557 3.770 -0.853
O -2.508 5.927 -0.224
H -0.713 6.178 0.633
H -1.950 5.676 1.709
H -1.917 3.393 0.598
H -0.335 3.701 1.233
H -0.956 4.376 -1.482
H -2.204 6.816 -0.423
C -6.346 1.505 0.712
C -5.357 0.949 -0.264
O -4.043 1.644 -0.356
O -6.601 2.868 0.476
H -5.858 1.458 1.686
H -7.309 0.995 0.692
H -5.808 0.933 -1.256
H -5.033 -0.063 -0.024
H -4.245 2.543 -0.628
H -5.821 3.415 0.592
C 3.159 -3.399 1.358
C 4.299 -2.378 1.154
O 4.634 -2.293 -0.272
O 1.853 -2.846 1.066
H 3.044 -3.692 2.402
H 3.266 -4.370 0.875
H 5.169 -2.479 1.803
H 3.937 -1.405 1.486
H 5.110 -3.104 -0.463
H 1.162 -3.362 1.486
C 2.559 0.459 -1.611
C 1.255 1.149 -2.293
O 0.206 1.283 -1.314
O 2.179 -0.584 -0.705
H 3.028 1.237 -1.009
H 3.263 0.049 -2.335
H 0.889 0.613 -3.168
H 1.369 2.098 -2.817
H -0.045 2.205 -1.407
H 2.935 -1.140 -0.504
C 0.775 -3.331 -4.126
C 0.139 -4.525 -4.942
O -0.148 -4.069 -6.231
O -0.209 -2.343 -3.859
H 1.603 -2.834 -4.631
H 1.261 -3.683 -3.216
H -0.713 -5.031 -4.489
H 1.014 -5.175 -4.973
H 0.674 -3.742 -6.605
H -0.813 -2.704 -3.206
C 2.728 5.572 -2.400
C 3.312 5.117 -1.015
O 2.260 4.975 -0.139
O 2.020 4.528 -3.106
H 3.511 6.007 -3.021
H 1.987 6.372 -2.386
H 3.985 5.861 -0.589
H 3.790 4.148 -1.164
H 1.563 4.376 -0.416
H 2.690 3.983 -3.525
C -1.279 -0.726 2.685
C -1.946 0.477 2.026
O -1.701 0.595 0.593
O 0.115 -0.814 2.298
H -1.789 -1.578 2.237
H -1.280 -0.747 3.775
H -1.536 1.295 2.619
H -3.027 0.503 2.162
H -2.465 0.887 0.090
H 0.568 -1.382 2.925
C -0.929 -5.820 3.355
C 0.341 -4.955 3.527
O 0.048 -3.577 3.453
O -1.370 -5.808 1.991
H -1.827 -5.476 3.868
H -0.738 -6.869 3.585
H 1.053 -5.192 2.736
H 0.791 -5.193 4.491
H -0.503 -3.311 4.194
H -1.643 -4.916 1.767
C 4.160 0.147 5.699
C 3.323 -1.072 5.360
O 2.104 -0.820 4.609
O 4.970 0.556 4.606
H 4.827 -0.110 6.522
H 3.476 0.925 6.037
H 3.088 -1.550 6.311
H 3.890 -1.821 4.808
H 2.288 -0.237 3.869
H 4.334 0.733 3.909
C -3.571 -0.516 -4.147
C -2.996 0.905 -4.369
O -2.869 1.086 -5.811
O -4.948 -0.496 -4.407
H -3.370 -0.870 -3.136
H -3.069 -1.219 -4.811
H -1.996 0.907 -3.934
H -3.564 1.725 -3.929
H -3.735 1.328 -6.147
H -5.137 0.018 -5.196

As for the HOMO-LUMO gap: 8.77 eV. As for the total energy: -4127.06861 hartree. Its multiplicity is 5. As for the expectation value of S²: 6.006. As for the HOMO energy: -8.752 eV.